Below is a cluster of 9 separate species, ClH16O8 in total, with properties calculated with the ωB97M-V functional and the def2-TZVPD basis.

Molecular weight, g mol⁻¹: 179.6
LUMO energy, eV: 3.17
HOMO-LUMO gap, eV: 10.555
Total charge: -1
ΔE to the lowest compared entry with this formula, charge and spin, kcal/mol: 1.5

Geometry (Å):
Cl  0.11  0.03  0.12
O  -0.42  1.71  2.90
H  -0.20  1.26  2.07
H  0.10  1.24  3.57
O  -2.13  -1.74  1.69
H  -1.55  -1.10  1.23
H  -2.83  -1.92  1.05
O  2.42  2.55  -0.02
H  1.85  1.77  0.02
H  2.39  2.90  0.88
O  1.11  0.90  -2.93
H  0.93  0.92  -1.98
H  1.11  -0.04  -3.13
O  2.87  -1.52  0.97
H  3.35  -0.69  1.08
H  1.94  -1.24  0.94
O  -0.27  -3.82  0.46
H  0.46  -3.28  0.14
H  -0.90  -3.17  0.82
O  -2.37  -0.74  -1.91
H  -2.03  -0.66  -2.81
H  -1.59  -0.56  -1.35
O  -1.65  2.70  -1.10
H  -1.66  2.42  -2.02
H  -1.04  2.07  -0.69

natural (NBO) atomic charge list, values in e, 2 entries: number 1, Cl, carries -0.913; number 2, O, carries -0.965

***

Below is a structure of composition ClH16O8 at a distorted geometry, with properties calculated with the ωB97M-V functional and the def2-TZVPD basis.

Molecular weight, g mol⁻¹: 179.6
LUMO energy, eV: 3.19
HOMO-LUMO gap, eV: 9.414
Total charge: -1
ΔE to the lowest compared entry with this formula, charge and spin, kcal/mol: 91.6

Geometry (Å):
Cl  0.24  -0.06  -0.18
O  -1.51  -1.23  -1.79
H  -2.28  -1.32  -1.23
H  -0.85  -0.82  -1.23
O  -2.28  0.21  0.48
H  -2.35  0.80  1.24
H  -1.39  -0.14  0.53
O  0.15  -0.96  2.30
H  1.04  -1.25  2.50
H  0.22  -0.55  1.44
O  2.72  -1.26  -0.68
H  3.23  -1.15  -1.49
H  1.83  -1.02  -0.92
O  -0.22  -2.68  0.41
H  0.02  -1.80  0.11
H  -0.99  -2.54  0.96
O  1.93  1.74  -1.00
H  1.25  1.07  -1.07
H  2.29  1.62  -0.12
O  -1.37  1.80  -1.95
H  -0.88  1.44  -1.21
H  -0.69  2.09  -2.56
O  -0.41  2.09  1.89
H  0.37  2.30  2.42
H  -0.06  1.61  1.14

natural (NBO) atomic charge list, values in e, 2 entries: number 1, Cl, carries -0.570; number 2, O, carries -0.966